# 1
A 2-piece molecular cluster, C7H15F3Si2 overall, computed with the ωB97M-V functional and the def2-TZVPD basis.

Geometry as XYZ:
```
27
Properties=species:S:1:pos:R:3:mulliken_charge:R:1
C 2.042 -2.818 0.713 -0.5526
C 2.197 -2.619 -0.582 -0.2320
C 0.653 1.442 1.845 -1.0005
C 1.148 2.177 -1.170 -0.6531
C -2.197 0.155 0.469 -1.0449
C -1.193 0.654 -0.525 -0.4963
C -3.278 -0.837 -0.043 0.7602
F -4.111 -1.326 0.913 -0.2641
F -3.964 -0.409 -1.129 -0.2645
F -2.604 -1.914 -0.475 -0.2754
Si 3.080 -1.073 -1.134 0.1285
Si -0.137 2.078 0.231 0.3451
H 1.574 -3.765 1.199 0.2239
H 2.304 -2.018 1.485 0.1511
H 1.701 -3.249 -1.228 0.4493
H 0.572 0.403 1.719 0.1731
H 1.718 1.701 1.885 0.3598
H 0.334 1.902 2.646 0.4395
H 1.819 1.421 -1.128 -0.0632
H 0.629 2.163 -2.171 0.2880
H 1.706 3.210 -1.161 0.2753
H -2.798 0.825 0.998 0.4485
H -1.705 -0.425 1.117 0.3686
H -0.406 -0.165 -0.892 0.1216
H -1.793 0.888 -1.360 0.5975
H 3.759 -1.757 -2.284 -0.1262
H -1.051 3.355 0.060 -0.1571
```

Computed properties:
HOMO-LUMO gap: 7.691 eV
Total charge: 0
Highest occupied orbital energy: -8.64 eV

# 2
A 3-piece molecular cluster, C3H14OSi3 overall, computed with the ωB97M-V functional and the def2-TZVPD basis.

Geometry as XYZ:
```
21
Properties=species:S:1:pos:R:3:mulliken_charge:R:1
C 2.263 1.582 -1.704 -0.9657
C 2.723 -1.000 -2.076 -0.9179
C 2.523 0.140 -1.037 -0.0776
O -0.412 -1.232 1.905 -0.4335
Si -4.053 -0.422 2.422 0.2829
Si -2.563 0.464 0.827 0.2204
Si -0.924 -1.039 0.310 0.1682
H 3.167 1.965 -2.292 0.3144
H 1.391 1.501 -2.415 0.2913
H 2.013 2.341 -0.822 0.2563
H 3.519 -1.070 -2.813 0.3453
H 1.685 -0.841 -2.554 0.2066
H 2.785 -1.980 -1.557 0.2526
H 3.380 0.273 -0.422 0.3679
H -0.332 -2.005 2.454 0.3273
H -3.529 -1.599 3.054 -0.1419
H -5.491 -0.230 2.037 -0.0924
H -4.230 0.492 3.692 -0.0885
H -1.784 1.708 1.434 -0.0690
H -3.373 1.152 -0.184 -0.1531
H 1.243 -0.199 -0.261 -0.0933
```

Computed properties:
HOMO-LUMO gap: 6.779 eV
Total charge: 0
Highest occupied orbital energy: -7.78 eV
ΔE to the lowest compared entry with this formula, charge and spin: 537.0 kJ/mol

# 3
One molecule with the formula C7H12N2O3S, computed with the ωB97M-V functional and the def2-TZVPD basis.

Geometry as XYZ:
```
25
Properties=species:S:1:pos:R:3:mulliken_charge:R:1
C -2.573 -1.774 -0.244 -0.0820
C -1.442 -2.246 0.336 -0.4091
C -0.306 -0.136 0.378 0.8722
C 2.516 2.469 -0.212 -1.0732
C 0.897 -2.186 -0.067 -1.1314
C 0.676 0.667 -0.238 -1.3478
C 1.655 1.529 0.609 -0.1962
N -2.618 -0.579 -0.893 -0.5014
N -0.318 -1.519 0.320 0.2163
O -3.825 1.050 0.760 -0.6046
O -1.389 0.414 0.999 -0.4369
O -2.239 1.899 -0.820 -0.6267
S -2.692 0.760 -0.080 1.1841
H -3.457 -2.494 -0.174 0.2835
H -1.431 -3.211 0.771 0.4672
H 2.773 1.964 -1.254 0.2503
H 1.994 3.486 -0.388 0.2581
H 3.593 2.695 0.101 0.3388
H 0.729 -2.419 -1.131 0.4204
H 1.655 -1.459 0.006 0.3619
H 0.989 -3.175 0.486 0.2933
H 1.229 -0.005 -0.995 0.4760
H 0.182 1.384 -0.757 0.3821
H 1.015 2.015 1.289 0.4350
H 2.386 0.870 1.200 0.1700
```

Computed properties:
HOMO-LUMO gap (alpha / beta): 8.448 / 8.448 eV
Total charge: 0
Highest occupied orbital energy (alpha / beta): -9.00 / -9.00 eV
ΔE to the lowest compared entry with this formula, charge and spin: 370.0 kJ/mol

# 4
One molecule with the formula H3NOSi, computed with the ωB97M-V functional and the def2-TZVPD basis.

Geometry as XYZ:
```
6
Properties=species:S:1:pos:R:3:mulliken_charge:R:1
O -0.890 0.958 1.850 -0.2977
N -0.388 -0.015 1.193 0.0859
Si 0.226 -0.076 -0.470 0.4329
H 1.457 -0.713 -0.519 -0.0922
H -0.737 -1.243 -0.657 -0.0511
H 0.332 1.090 -1.396 -0.0779
```

Computed properties:
HOMO-LUMO gap (alpha / beta): 8.472 / 8.472 eV
SMILES: O=N[SiH3]
Total charge: 0
Highest occupied orbital energy (alpha / beta): -9.21 / -9.22 eV
ΔE to the lowest compared entry with this formula, charge and spin: 440.0 kJ/mol

# 5
C25H37CaN9O13 as an isolated structure, computed with the ωB97M-V functional and the def2-TZVPD basis.

Geometry as XYZ:
```
85
Properties=species:S:1:pos:R:3:mulliken_spin:R:1
Ca -1.713 2.726 0.452 1.3275
C -0.419 0.391 -0.170 0.5366
O -0.064 1.127 0.770 -1.3773
O -0.067 -0.766 -0.268 -0.1280
O -1.325 0.818 -0.886 0.8066
C 3.534 -0.841 -0.568 0.0025
O 4.739 -0.941 -0.545 -0.0001
N 2.691 -1.012 -1.549 0.0003
N 2.861 -0.369 0.430 -0.0032
H 1.713 -0.964 -1.304 0.0027
H 3.082 -1.596 -2.275 0.0003
H 1.865 -0.290 0.280 0.0083
H 3.313 -0.261 1.327 0.0002
C 3.092 4.106 0.230 0.0302
O 2.379 4.900 0.881 -0.0084
N 2.789 2.844 0.189 -0.0252
N 4.053 4.450 -0.536 -0.0019
H 3.300 2.130 -0.311 0.0030
H 1.961 2.676 0.743 0.0440
H 4.614 3.654 -0.803 0.0008
H 4.218 5.408 -0.809 -0.0007
C -4.634 2.268 -1.240 -0.0933
O -3.631 2.678 -0.752 -0.2631
N -5.875 2.581 -0.753 0.0268
N -4.691 1.438 -2.230 0.0078
H -6.015 3.118 0.091 -0.0101
H -6.647 2.258 -1.320 0.0019
H -5.601 1.052 -2.436 -0.0051
H -3.870 1.176 -2.756 -0.0091
C -3.084 -2.589 -1.098 0.0103
O -3.946 -3.501 -1.103 -0.0015
N -3.099 -1.504 -1.776 0.0095
N -2.009 -2.620 -0.328 0.0019
H -2.284 -0.936 -1.591 0.0045
H -3.896 -1.174 -2.302 -0.0010
H -1.390 -1.829 -0.221 0.0129
H -1.941 -3.472 0.210 -0.0009
C 0.366 0.860 6.527 0.0038
C 1.155 1.059 5.346 -0.0074
C 0.591 0.788 4.087 0.0159
C -0.715 0.370 3.943 -0.1704
C -1.522 0.209 5.032 0.0336
C -0.965 0.390 6.270 0.0049
O -1.594 0.067 7.467 -0.0003
O 1.341 0.833 3.018 0.0196
H 0.732 0.878 7.543 0.0002
H 2.174 1.408 5.420 -0.0026
H -1.128 0.244 2.953 0.1606
H -2.514 -0.205 4.933 0.0070
H -1.196 0.478 8.238 -0.0001
H 0.803 0.766 2.225 0.0256
C -0.468 1.407 -5.463 0.0044
C 0.434 0.868 -6.390 -0.0009
C 1.047 -0.351 -6.096 0.0006
C 0.896 -0.997 -4.884 -0.0010
C -0.061 -0.540 -3.997 0.0055
C -0.720 0.668 -4.235 -0.0105
O -1.649 1.242 -3.358 -0.0023
O 1.833 -0.823 -7.164 0.0000
H -1.079 2.272 -5.675 0.0004
H 0.451 1.374 -7.344 -0.0001
H 1.343 -1.967 -4.727 0.0001
H -0.325 -1.113 -3.121 0.0049
H -1.466 1.067 -2.432 -0.0138
H 2.526 -0.192 -7.369 0.0000
C 0.214 -2.821 3.958 -0.0047
C 0.347 -2.573 2.627 0.0028
C 0.509 -3.613 1.770 -0.0005
C 0.552 -4.931 2.248 0.0005
C 0.528 -5.187 3.604 -0.0001
C 0.363 -4.105 4.461 0.0008
O 0.298 -4.279 5.798 0.0000
O 0.627 -3.406 0.452 -0.0005
H 0.231 -1.933 4.572 -0.0009
H 0.486 -1.581 2.222 0.0039
H 0.620 -5.732 1.526 0.0000
H 0.630 -6.213 3.925 0.0000
H 0.403 -5.217 5.976 0.0000
H 0.446 -2.494 0.213 0.0028
C 1.654 2.250 -2.939 -0.0259
C 1.443 3.312 -3.994 0.0044
N 1.267 4.112 -4.795 -0.0022
H 0.706 2.244 -2.401 0.0402
H 2.420 2.686 -2.297 -0.0052
H 1.962 1.289 -3.349 -0.0025
```

Computed properties:
HOMO-LUMO gap (alpha / beta): 4.233 / 7.391 eV
Total charge: -1
Highest occupied orbital energy (alpha / beta): -2.21 / -5.47 eV
<S²>: 0.75
Spin multiplicity: 2

# 6
A 12-piece molecular cluster, C44H76N4O16 overall, computed with the ωB97M-V functional and the def2-TZVPD basis.

Geometry as XYZ:
```
140
Properties=species:S:1:pos:R:3:mulliken_spin:R:1
C 3.316 2.595 -4.743 0.0215
N 2.247 3.038 -3.804 0.5083
O 1.092 3.072 -4.192 0.2236
O 2.605 3.371 -2.701 0.2018
H 2.844 2.780 -5.708 -0.0109
H 3.528 1.528 -4.797 0.0258
H 4.245 3.135 -4.558 0.0001
C 0.808 -3.674 4.536 0.0001
N 0.958 -2.671 3.401 -0.0001
O -0.021 -2.211 2.868 -0.0002
O 2.118 -2.383 3.021 0.0001
H -0.203 -4.061 4.409 0.0000
H 0.911 -3.203 5.514 0.0000
H 1.468 -4.518 4.334 0.0000
C -1.226 4.386 -2.666 -0.0244
N -1.865 3.679 -3.882 0.0045
O -2.392 2.661 -3.658 0.0046
O -1.819 4.298 -4.953 -0.0015
H -2.126 4.749 -2.169 0.0003
H -0.487 5.152 -2.898 0.0107
H -0.842 3.616 -1.996 0.0142
C -2.791 -4.032 1.818 0.0002
N -3.310 -5.092 0.920 -0.0001
O -4.142 -5.885 1.354 0.0000
O -2.846 -5.096 -0.199 0.0001
H -2.505 -4.408 2.800 0.0001
H -3.612 -3.330 1.965 0.0000
H -1.957 -3.614 1.256 -0.0002
C 3.214 2.063 3.006 -0.0011
O 3.967 2.496 1.857 0.0000
C 4.151 1.514 0.832 0.0103
C 4.976 2.028 -0.372 -0.0017
O 5.250 1.084 -1.446 0.0037
C 4.191 0.179 -1.887 0.0035
H 3.485 2.747 3.810 -0.0001
H 3.456 1.074 3.395 -0.0001
H 2.153 2.071 2.757 0.0007
H 3.210 1.152 0.418 -0.0019
H 4.728 0.660 1.186 -0.0001
H 5.906 2.488 -0.037 -0.0013
H 4.425 2.859 -0.813 -0.0041
H 4.074 -0.671 -1.214 -0.0036
H 4.552 -0.285 -2.805 0.0006
H 3.204 0.608 -2.058 0.0075
C -2.757 -0.766 -3.864 -0.0025
O -1.768 -1.713 -3.611 0.0005
C -2.139 -2.994 -4.055 -0.0001
C -1.253 -4.056 -3.467 -0.0004
O -1.544 -5.301 -4.055 0.0000
C -0.783 -6.420 -3.556 0.0000
H -2.375 0.183 -3.487 0.0038
H -3.660 -1.056 -3.328 0.0003
H -2.824 -0.640 -4.945 -0.0001
H -2.058 -3.078 -5.139 0.0000
H -3.126 -3.344 -3.754 0.0000
H -1.298 -4.058 -2.378 0.0002
H -0.226 -3.785 -3.711 0.0003
H -1.229 -7.376 -3.831 0.0000
H -0.660 -6.409 -2.473 0.0000
H 0.246 -6.429 -3.917 0.0000
C 0.945 -3.803 -0.271 -0.0003
O 2.087 -4.615 -0.540 -0.0002
C 2.749 -5.118 0.692 0.0000
C 1.968 -6.170 1.495 0.0000
O 0.894 -5.559 2.228 0.0000
C -0.170 -6.488 2.369 0.0000
H 1.122 -3.007 0.453 0.0002
H 0.175 -4.486 0.087 0.0003
H 0.638 -3.414 -1.242 0.0000
H 3.064 -4.342 1.390 0.0001
H 3.673 -5.586 0.350 0.0001
H 2.681 -6.609 2.194 0.0000
H 1.739 -7.062 0.912 0.0000
H -0.699 -6.602 1.423 0.0000
H -0.904 -6.150 3.100 0.0000
H 0.207 -7.428 2.771 0.0000
C 0.044 3.765 4.304 0.0005
O 0.334 4.477 3.080 0.0009
C 1.415 5.284 2.967 -0.0007
C 1.820 5.477 1.469 -0.0028
O 0.738 6.069 0.721 -0.0076
C 1.054 6.247 -0.632 0.0307
H 0.948 3.493 4.849 0.0000
H -0.488 2.862 4.002 0.0001
H -0.585 4.387 4.940 0.0000
H 2.327 4.950 3.460 0.0001
H 1.170 6.261 3.385 0.0001
H 2.204 4.565 1.013 0.0023
H 2.558 6.274 1.380 -0.0005
H 0.292 6.812 -1.169 -0.0042
H 1.256 5.289 -1.109 -0.0018
H 2.005 6.780 -0.642 -0.0072
C 2.240 -0.311 -6.959 0.0081
C 1.173 -0.413 -6.163 0.0021
C 1.271 -1.022 -4.900 0.0305
C 2.552 -1.564 -4.497 -0.0029
C 3.634 -1.380 -5.342 -0.0024
C 3.465 -0.838 -6.568 -0.0029
H 2.148 0.062 -7.968 0.0025
H 0.169 -0.203 -6.501 -0.0021
H 0.466 -1.189 -4.200 -0.0235
H 2.594 -2.132 -3.580 0.0033
H 4.600 -1.684 -4.968 0.0002
H 4.259 -0.599 -7.260 0.0007
C -0.020 0.536 -0.967 -0.0945
C -0.806 -0.441 -0.397 0.0167
C -1.179 -0.305 0.977 -0.0002
C -0.882 0.858 1.665 0.0013
C -0.129 1.876 1.065 0.0407
C 0.347 1.649 -0.206 -0.0181
H 0.183 0.499 -2.027 0.0465
H -1.181 -1.257 -0.998 0.0034
H -1.957 -0.873 1.466 -0.0001
H -1.288 1.059 2.645 0.0003
H 0.067 2.804 1.583 -0.0002
H 1.034 2.423 -0.515 -0.0120
C -5.011 5.443 0.576 0.0001
C -5.257 4.373 -0.274 -0.0001
C -4.371 3.267 -0.331 0.0001
C -3.191 3.256 0.410 -0.0003
C -2.975 4.343 1.260 0.0005
C -3.808 5.466 1.300 -0.0002
H -5.700 6.273 0.543 0.0000
H -6.154 4.329 -0.873 0.0000
H -4.525 2.423 -0.987 0.0000
H -2.525 2.405 0.432 0.0002
H -2.108 4.333 1.904 -0.0003
H -3.541 6.215 2.031 0.0000
C -4.349 -0.919 7.410 0.0001
C -3.164 -1.580 7.098 0.0000
C -2.315 -0.994 6.163 -0.0001
C -2.734 0.077 5.387 -0.0003
C -3.938 0.658 5.621 0.0000
C -4.724 0.251 6.709 -0.0001
H -4.925 -1.358 8.211 0.0000
H -2.886 -2.477 7.631 0.0000
H -1.365 -1.489 6.024 0.0000
H -2.082 0.501 4.638 0.0004
H -4.288 1.500 5.042 0.0000
H -5.570 0.886 6.925 0.0000
```

Computed properties:
HOMO-LUMO gap (alpha / beta): 1.944 / 5.927 eV
Total charge: -1
Highest occupied orbital energy (alpha / beta): -0.54 / -4.52 eV
<S²>: 0.75
Spin multiplicity: 2
ΔE to the lowest compared entry with this formula, charge and spin: 0.0 kJ/mol

# 7
One molecule with the formula C19H26FN3O3, computed with the ωB97M-V functional and the def2-TZVPD basis.

Geometry as XYZ:
```
52
Properties=species:S:1:pos:R:3:mulliken_charge:R:1
O 1.697 0.010 -2.641 -0.7486
C 1.133 -0.282 -1.605 0.3282
N -0.020 -1.012 -1.511 0.2356
C -0.750 -1.588 -2.544 0.6845
C -1.956 -2.207 -2.208 -0.7509
C -2.728 -2.815 -3.177 -0.4979
C -2.321 -2.822 -4.502 -0.6362
C -1.124 -2.204 -4.815 0.3021
F -0.713 -2.204 -6.103 -0.3306
C -0.328 -1.588 -3.871 -0.4831
N 1.647 0.179 -0.416 -0.0421
C 1.414 -0.254 0.956 1.1892
C -0.045 0.127 1.307 0.0178
O -0.953 -0.685 1.195 -0.7725
N -0.264 1.401 1.646 -0.0351
C -1.561 1.904 2.033 -1.2031
C -1.484 2.485 3.452 0.3543
C -2.815 3.112 3.904 -0.7942
C -2.393 4.472 4.463 -0.5403
C -1.140 4.761 3.640 -0.4772
O -0.496 3.510 3.499 -0.4472
C 1.577 -1.777 1.134 -0.8011
C 3.007 -2.226 0.861 -0.8009
C 3.968 -1.533 1.819 -0.7490
C 3.859 -0.023 1.647 -0.7627
C 2.424 0.462 1.867 -1.3552
H -0.463 -1.092 -0.602 -0.2069
H -2.279 -2.204 -1.177 0.4150
H -3.658 -3.289 -2.902 0.3674
H -2.908 -3.291 -5.275 0.4413
H 0.595 -1.113 -4.157 0.5721
H 2.509 0.683 -0.569 0.3252
H 0.496 2.049 1.781 0.2385
H -1.868 2.687 1.331 0.3445
H -2.270 1.076 1.991 0.4477
H -1.150 1.695 4.136 0.3004
H -3.474 3.240 3.045 0.3280
H -3.323 2.495 4.641 0.3805
H -2.132 4.387 5.517 0.2688
H -3.157 5.236 4.344 0.3430
H -0.439 5.440 4.125 0.3053
H -1.409 5.166 2.653 0.2749
H 1.302 -2.024 2.162 0.5777
H 0.892 -2.308 0.476 0.1972
H 3.275 -1.986 -0.170 0.3363
H 3.074 -3.309 0.979 0.3985
H 3.718 -1.805 2.847 0.3311
H 4.993 -1.854 1.625 0.3836
H 4.514 0.486 2.357 0.4192
H 4.195 0.245 0.643 0.3549
H 2.139 0.278 2.906 0.3740
H 2.399 1.540 1.692 0.5981
```

Computed properties:
HOMO-LUMO gap: 8.777 eV
SMILES: O=C(Nc1cccc(F)c1)NC1(C(=O)NC[C@@H]2CCCO2)CCCCC1
Total charge: 0
Highest occupied orbital energy: -8.18 eV
ΔE to the lowest compared entry with this formula, charge and spin: 0.0 kJ/mol

# 8
C11H19NOTi as an isolated structure, computed with the ωB97M-V functional and the def2-TZVPD basis.

Geometry as XYZ:
```
33
Properties=species:S:1:pos:R:3:mulliken_charge:R:1
C 1.471 -0.946 -1.582 -0.4383
C 0.352 -1.888 -1.528 -0.5333
C 0.287 -2.433 -0.173 -0.5104
C 1.375 -1.831 0.613 -0.6012
C 2.107 -0.921 -0.273 -0.4602
Ti -0.083 0.090 0.076 0.8468
N 0.619 1.670 -0.338 -0.4933
C -1.655 1.474 -1.050 -0.1952
C -1.944 0.108 -1.285 -0.5409
H -0.433 -3.158 0.192 0.4307
H -0.310 -2.139 -2.344 0.5988
H 1.634 -2.080 1.638 0.4770
H 3.020 -0.388 -0.014 0.4356
H 1.812 -0.418 -2.469 0.4180
H -1.806 -0.319 -2.285 0.3267
H -1.287 2.113 -1.849 0.2318
H 0.876 2.634 -0.211 0.2079
H -2.612 -0.447 -0.584 0.2491
H -2.082 1.994 -0.175 0.1444
C -1.737 1.439 3.527 -1.7513
C -0.281 1.573 3.007 1.6083
C 0.068 3.064 2.850 -1.7204
C 0.683 0.920 4.027 -1.7847
O -0.232 0.732 1.845 -0.6969
H -1.858 1.914 4.461 0.4633
H -1.987 0.409 3.625 0.3968
H -2.405 1.874 2.825 0.3918
H -0.017 3.576 3.780 0.4499
H 1.060 3.163 2.491 0.4078
H -0.585 3.517 2.150 0.3718
H 0.450 -0.114 4.129 0.3964
H 1.680 0.998 3.667 0.4078
H 0.616 1.383 4.973 0.4654
```

Computed properties:
HOMO-LUMO gap (alpha / beta): 8.033 / 8.033 eV
Total charge: 0
Highest occupied orbital energy (alpha / beta): -7.63 / -7.63 eV
ΔE to the lowest compared entry with this formula, charge and spin: 191.5 kJ/mol

Short version: molecular weight = 212.36 150.40 204.25 61.12 711.70 917.10 363.43 229.15 g/mol, in the order given.